ORCA calculation (ωB97M-V/def2-TZVPD) on C10H13N3S2 in the gas phase at a distorted geometry.

XYZ file:
```
28
Properties=species:S:1:pos:R:3:forces:R:3:mulliken_charge:R:1
S -1.97696 -1.26895 1.22369 -1.69 0.55 1.96 -0.10
S -0.28100 1.75019 2.07153 -0.16 -0.88 -0.50 0.02
N -1.43469 -3.34970 -0.15848 4.10 -0.95 -3.12 -0.67
N 1.30528 0.35065 3.57801 -0.08 -0.89 -1.54 -0.56
N 0.18095 -0.15100 0.07274 -0.60 -1.18 0.67 0.41
C -1.09836 1.49323 -1.37298 0.73 -1.55 -0.36 -1.33
C -0.49116 -2.46391 -0.50536 -2.43 -3.99 -0.64 -0.78
C 0.23744 0.70913 -1.11309 -1.82 -0.74 -0.62 1.60
C -0.64941 -1.25146 0.15357 0.77 3.25 0.28 0.52
C 0.38627 -0.11099 -2.41816 2.79 1.17 1.92 -2.11
C 1.38442 1.58661 -0.83626 4.60 1.02 -0.30 -1.61
C -2.26314 -2.94384 0.74411 0.04 1.47 0.60 -0.28
C 0.49536 1.32421 3.52328 -1.10 2.92 1.67 -0.08
C 1.29432 -0.22474 2.29753 -0.06 0.77 0.67 -0.70
C 0.47678 0.33786 1.34995 0.65 0.47 0.75 -0.10
H 0.26570 0.57447 -3.18342 -0.74 1.14 -1.78 0.47
H 1.30403 2.41033 -0.09968 -0.64 -0.18 -0.89 0.41
H -3.06685 -3.57274 0.92521 -1.73 -0.41 0.87 0.53
H 2.24178 1.02135 -0.34839 -1.17 0.00 -0.37 0.40
H 2.00083 1.90421 -1.73474 -1.44 0.24 0.60 0.36
H 0.26639 2.04804 4.32507 0.44 -0.74 -0.04 0.35
H 2.04395 -0.96182 2.21005 0.22 -1.11 -0.80 0.54
H -1.43805 1.92778 -0.46785 -0.30 1.08 0.67 0.30
H -0.81867 2.19508 -2.18710 -0.86 -0.21 0.62 0.48
H -1.89000 0.74050 -1.64024 0.74 0.85 -0.20 0.31
H 0.18857 -2.67373 -1.29332 0.59 -0.26 -0.28 0.59
H 1.41059 -0.38690 -2.52615 1.24 -0.26 0.12 0.51
H -0.07437 -1.01386 -2.58951 -2.06 -1.58 0.04 0.52
```
Forces are in eV/Å.

Spin multiplicity: 3
Kohn-Sham gap (alpha / beta) in eV: 5.476 / 6.732
Total charge: 0
Highest occupied orbital energy (alpha / beta) in eV: -4.9639 / -8.8746